# 1
C5H15NO2PTl as an isolated structure. Source: the Open Molecules 2025 dataset; level of theory: ωB97M-V/def2-TZVPD.

CARTESIAN COORDINATES (ANGSTROEM)
1 N -2.7561 -1.3914 0.6015
2 C -1.6686 -1.9022 -0.1809
3 C -0.3044 -1.6627 0.4945
4 C -0.2245 -0.5587 1.4608
5 P -0.0195 1.2343 0.5645
6 O 1.7220 1.2693 0.4242
7 C 2.1513 1.0636 -0.8681
8 C 0.9236 1.3753 -1.7524
9 O -0.1315 0.7511 -1.0241
10 H -3.5447 -2.0191 0.6650
11 H -3.0645 -0.4874 0.2809
12 H -1.6433 -1.3876 -1.1377
13 H -1.7554 -2.9547 -0.4003
14 H -0.0949 -2.5384 1.1229
15 H 0.4956 -1.6263 -0.2299
16 H -1.0823 -0.5574 2.1185
17 H 0.6545 -0.6606 2.0853
18 H -0.1693 2.6599 0.3371
19 H 0.2301 1.6593 1.9327
20 H -1.4742 1.2492 0.7607
21 H 2.9025 1.8050 -1.2077
22 H 2.4608 0.0243 -0.9940
23 H 0.7394 2.4460 -1.7619
24 H 0.9335 0.8714 -2.7038
25 Tl 4.7199 1.3376 -0.5879

Summary:
- LUMO (eV) = -11.137
- net charge = +2
- strongest force on any atom (hartree/bohr) = 0.0758
- total energy (eV) = -24973.011
- 2S+1 = 1
- HOMO (eV) = -16.1

Population analysis type Löwdin, resulting atomic charges in e: N 0.06; C -0.23; C -0.19; C -0.10; P 0.71; O -0.31; C -0.45; C -0.14; O -0.28; H 0.11; H 0.09; H 0.12; H 0.13; H 0.18; H 0.12; H 0.10; H 0.12; H 0.14; H 0.11; H 0.12; H -0.07; H 0.11; H 0.14; H 0.15; Tl 1.26

---

# 2
C41H35AsBiNO8S3 as an isolated structure. Source: the Open Molecules 2025 dataset; level of theory: ωB97M-V/def2-TZVPD.

CARTESIAN COORDINATES (ANGSTROEM)
1 Bi -0.0558 -0.4681 0.3954
2 O -4.4824 3.2926 2.9631
3 C -3.4683 2.5810 2.4343
4 C -2.6965 3.0572 1.3757
5 C -1.6940 2.2473 0.8919
6 N -1.4784 1.0444 1.4108
7 C -2.1567 0.6090 2.4710
8 C -3.1822 1.3441 3.0141
9 C -1.6060 -0.6736 3.0804
10 O -2.1474 -1.1584 4.0482
11 O -0.5273 -1.0830 2.4946
12 C -0.7051 2.6685 -0.1936
13 O -0.8290 3.7680 -0.7000
14 O 0.1842 1.7742 -0.4228
15 H -4.5759 4.1313 2.4931
16 H -2.8357 4.0364 0.9349
17 H -3.7144 0.9759 3.8791
18 C 4.0931 -3.0802 0.8254
19 C 2.6926 -3.6457 0.8501
20 O 1.8266 -2.7550 0.1328
21 H 4.7764 -3.7369 1.3667
22 H 4.1395 -2.0964 1.2955
23 H 4.4526 -2.9783 -0.1992
24 H 2.3300 -3.7643 1.8758
25 H 2.6717 -4.6305 0.3762
26 H 1.0891 -3.2805 -0.2021
27 C 7.9959 -0.0311 0.3869
28 C 7.4091 -0.3896 -0.8175
29 C 6.0540 -0.1676 -1.0235
30 C 5.2782 0.4282 -0.0350
31 C 5.8704 0.7788 1.1751
32 C 7.2229 0.5475 1.3839
33 As 3.3812 0.6903 -0.4096
34 C 3.3496 2.5789 -0.8520
35 C 3.7293 3.1536 -2.0525
36 C 3.5782 4.5230 -2.2307
37 C 3.0282 5.3014 -1.2205
38 C 2.6326 4.7231 -0.0239
39 C 2.7996 3.3573 0.1690
40 C 2.4312 2.6054 1.3849
41 C 1.8255 3.1385 2.5156
42 C 1.5169 2.3152 3.5925
43 C 1.8027 0.9586 3.5483
44 C 2.4036 0.4154 2.4162
45 C 2.7180 1.2331 1.3401
46 H 9.0519 -0.2058 0.5486
47 H 8.0024 -0.8526 -1.5959
48 H 5.6055 -0.4768 -1.9614
49 H 5.2784 1.2340 1.9595
50 H 7.6732 0.8248 2.3287
51 H 4.1398 2.5514 -2.8548
52 H 3.8782 4.9820 -3.1642
53 H 2.8988 6.3653 -1.3709
54 H 2.1932 5.3407 0.7492
55 H 1.5874 4.1938 2.5626
56 H 1.0444 2.7357 4.4713
57 H 1.5348 0.3128 4.3741
58 H 2.5980 -0.6514 2.3760
59 O -1.8139 -1.4526 -0.1726
60 C -2.0579 -2.7110 -0.7696
61 C -3.5626 -2.9269 -0.6634
62 C -4.4741 -2.0369 -0.1846
63 C -5.8010 -2.5534 -0.1886
64 C -5.8597 -3.8240 -0.6683
65 S -4.3128 -4.4053 -1.1116
66 C -1.3669 -3.8448 -0.0201
67 C -0.8635 -5.0177 -0.5245
68 C -0.4708 -5.9326 0.4859
69 C -0.7115 -5.4456 1.7359
70 S -1.4042 -3.8910 1.6960
71 C -1.6481 -2.7074 -2.2360
72 C -2.4388 -2.3882 -3.3000
73 C -1.7249 -2.3168 -4.5256
74 C -0.3989 -2.5817 -4.3686
75 S -0.0233 -2.9443 -2.7473
76 H -4.1925 -1.0540 0.1616
77 H -6.6675 -2.0068 0.1549
78 H -6.7310 -4.4492 -0.7797
79 H -0.8023 -5.2319 -1.5811
80 H -0.0337 -6.9014 0.2914
81 H -0.4908 -5.9104 2.6840
82 H -3.4994 -2.2017 -3.2000
83 H -2.1765 -2.0905 -5.4809
84 H 0.3643 -2.6118 -5.1295
85 C -1.4652 0.7370 -2.7341
86 O -0.2589 0.0756 -2.3323
87 H -1.5947 0.6515 -3.8138
88 H -1.4460 1.7908 -2.4528
89 H -2.2965 0.2408 -2.2364
90 H 0.4231 0.7593 -2.2843

Summary:
- LUMO (eV) = 0.014
- ΔE to the lowest compared entry with this formula, charge and spin (eV) = 0.281
- net charge = 0
- strongest force on any atom (hartree/bohr) = 0.0073
- total energy (eV) = -160140.675
- 2S+1 = 1
- HOMO (eV) = -8.4

Population analysis type Löwdin, resulting atomic charges in e: Bi 2.01; O 0.10; C -0.27; C 0.08; C -0.15; N 0.03; C -0.16; C 0.10; C -0.61; O 0.09; O -0.27; C -0.61; O 0.07; O -0.23; H 0.12; H 0.13; H 0.14; C -0.08; C -0.29; O -0.21; H 0.08; H 0.05; H 0.08; H 0.11; H 0.12; H 0.01; C -0.09; C -0.09; C -0.14; C -0.40; C -0.10; C -0.08; As 1.35; C -0.33; C -0.10; C -0.08; C -0.07; C -0.02; C -0.21; C -0.21; C -0.02; C -0.07; C -0.08; C -0.15; C -0.39; H 0.10; H 0.10; H 0.09; H 0.10; H 0.10; H 0.10; H 0.10; H 0.10; H 0.11; H 0.11; H 0.11; H 0.11; H 0.10; O -0.40; C -0.57; C -0.49; C -0.10; C -0.18; C -0.41; S 1.07; C -0.51; C -0.17; C -0.18; C -0.39; S 1.12; C -0.46; C -0.13; C -0.17; C -0.39; S 1.07; H 0.11; H 0.10; H 0.06; H 0.09; H 0.10; H 0.07; H 0.12; H 0.10; H 0.07; C -0.11; O -0.25; H 0.09; H 0.08; H 0.08; H 0.06

---

# 3
One molecule with the formula C5H5N. Source: the Open Molecules 2025 dataset; level of theory: ωB97M-V/def2-TZVPD.

CARTESIAN COORDINATES (ANGSTROEM)
1 C 0.1340 -1.0821 0.6325
2 C 0.6818 0.1680 0.9887
3 C 0.4299 1.2478 0.1764
4 N -0.3229 1.0498 -0.9039
5 C -0.9142 -0.1099 -1.3663
6 C -0.6381 -1.2108 -0.5116
7 H 0.3276 -1.9443 1.2707
8 H 1.2903 0.2856 1.8806
9 H 0.8087 2.2483 0.3659
10 H -0.7455 1.5318 -1.7602
11 H -1.0515 -2.1841 -0.7729

Summary:
- LUMO (eV) = 0.782
- ΔE to the lowest compared entry with this formula, charge and spin (eV) = 2.704
- net charge = 0
- strongest force on any atom (hartree/bohr) = 0.0833
- total energy (eV) = -6753.204
- 2S+1 = 1
- HOMO (eV) = -8.0

Population analysis type Löwdin, resulting atomic charges in e: C -0.08; C -0.08; C -0.11; N -0.03; C -0.10; C -0.14; H 0.10; H 0.10; H 0.12; H 0.15; H 0.08

---

- Which of these has the highest strongest force on any atom?
  C5H5N

---

- Among the records above, which one has the highest HOMO?
  C5H5N